ORCA calculation (ωB97M-V/def2-TZVPD) on a molecular structure, C48H37ClN2OPPdSi at a distorted geometry.

## Properties
DFT total energy	-3254.822171	Ha
energy above the lowest of the compared OMol25 structures with the same formula, charge and spin	0.0000	eV
charge	+1
largest force on an atom	2.5	eV/Å
multiplicity	3
lowest unoccupied orbital energy (spin up / spin down)	-3.307 / -3.838	eV
highest occupied orbital energy (spin up / spin down)	-10.1808 / -10.1944	eV

Last column: Löwdin charge in e.
Element x y z (Å)
Pd1 -0.087 -0.599 0.567  0.786
Cl1 -0.058 0.299 2.987  0.754
C1 1.614 -0.037 3.448  -0.639
C2 2.059 0.701 4.513  -0.089
C3 3.146 0.196 5.268  -0.041
C4 3.717 -1.005 4.902  -0.067
C5 3.506 -1.486 3.616  -0.061
C6 2.424 -0.957 2.877  -0.398
P1 1.962 -1.570 1.247  1.006
C7 3.199 -0.646 0.257  -0.342
C8 3.256 0.788 0.257  -0.072
C9 4.024 1.435 -0.720  -0.090
C10 4.667 0.714 -1.718  -0.064
C11 4.766 -0.681 -1.565  -0.063
C12 4.105 -1.353 -0.542  -0.089
C13 2.210 -3.353 1.246  -0.335
C14 2.212 -4.033 2.505  -0.093
C15 2.579 -5.361 2.547  -0.072
C16 2.785 -6.088 1.382  -0.048
C17 2.641 -5.439 0.143  -0.068
C18 2.438 -4.083 0.062  -0.111
H1 1.577 1.646 4.783  0.120
H2 3.547 0.763 6.087  0.112
H3 4.524 -1.468 5.511  0.128
H4 4.057 -2.346 3.216  0.121
H5 2.584 1.381 0.939  0.118
H6 4.152 2.494 -0.700  0.090
H7 5.243 1.239 -2.493  0.119
H8 5.367 -1.162 -2.277  0.090
H9 4.205 -2.430 -0.409  0.093
H10 1.860 -3.552 3.430  0.119
H11 2.622 -5.876 3.495  0.112
H12 3.040 -7.113 1.397  0.099
H13 2.678 -6.051 -0.753  0.112
H14 2.499 -3.582 -0.902  0.104
C19 0.814 -0.650 -3.744  -0.029
C20 0.898 -0.376 -2.409  -0.086
N1 0.110 -1.000 -1.511  0.021
C21 -0.661 -2.040 -1.891  -0.142
C22 -0.706 -2.458 -3.240  -0.138
C23 -0.005 -1.669 -4.214  0.053
C24 -1.635 -3.428 -3.582  -0.019
C25 -2.405 -4.075 -2.661  0.002
C26 -2.311 -3.814 -1.274  -0.121
C27 -3.152 -4.325 -0.273  0.027
C28 -3.107 -3.780 0.999  -0.007
C29 -2.206 -2.743 1.293  -0.074
N2 -1.384 -2.281 0.366  0.002
C30 -1.431 -2.742 -0.897  -0.124
H15 1.488 -0.105 -4.435  0.133
H16 1.640 0.323 -2.008  0.107
H17 -0.186 -1.782 -5.272  0.125
H18 -1.635 -3.714 -4.626  0.128
H19 -3.128 -4.801 -2.972  0.120
H20 -3.705 -5.192 -0.508  0.115
H21 -3.767 -4.129 1.771  0.112
H22 -2.182 -2.255 2.272  0.124
O1 -1.903 0.554 0.238  -0.442
Si1 -2.108 2.088 -0.141  0.416
C31 -0.559 3.117 0.242  -0.245
C32 -0.495 3.950 1.361  -0.088
C33 0.665 4.680 1.624  -0.084
C34 1.766 4.626 0.789  -0.087
C35 1.660 3.817 -0.323  -0.120
C36 0.526 3.042 -0.608  -0.122
C37 -2.470 2.375 -2.013  -0.212
C38 -3.196 1.379 -2.670  -0.107
C39 -3.396 1.452 -4.052  -0.091
C40 -2.966 2.591 -4.763  -0.080
C41 -2.275 3.615 -4.097  -0.089
C42 -1.992 3.487 -2.744  -0.103
C43 -3.446 2.951 0.856  -0.244
C44 -4.318 2.275 1.729  -0.087
C45 -5.276 3.019 2.437  -0.097
C46 -5.435 4.375 2.173  -0.103
C47 -4.632 5.043 1.242  -0.068
C48 -3.595 4.315 0.630  -0.115
H23 -1.272 3.939 2.146  0.116
H24 0.659 5.337 2.481  0.101
H25 2.699 5.157 1.004  0.111
H26 2.434 3.846 -1.080  0.092
H27 0.531 2.547 -1.554  0.086
H28 -3.575 0.490 -2.124  0.107
H29 -3.781 0.604 -4.546  0.079
H30 -3.285 2.692 -5.788  0.094
H31 -1.903 4.501 -4.577  0.096
H32 -1.384 4.282 -2.280  0.107
H33 -4.282 1.202 1.867  0.090
H34 -5.852 2.480 3.240  0.115
H35 -6.214 4.905 2.692  0.093
H36 -4.811 6.091 0.883  0.119
H37 -2.976 4.830 -0.062  0.089

Atoms 1-3, force components in eV/Å:
Pd -0.8 0.9 0.0
Cl 0.3 0.2 -0.2
C -0.9 1.3 0.6

ORCA calculation (ωB97M-V/def2-TZVPD) on a molecular structure, C69H77Cl2NO8S3V at a distorted geometry.

## Properties
DFT total energy	-6391.338826	Ha
energy above the lowest of the compared OMol25 structures with the same formula, charge and spin	0.4797	eV
charge	-2
largest force on an atom	2.1	eV/Å
multiplicity	4
lowest unoccupied orbital energy (spin up / spin down)	3.672 / 3.671	eV
highest occupied orbital energy (spin up / spin down)	-0.0904 / -2.1006	eV

Last column: Löwdin charge in e.
Element x y z (Å)
V1 1.165 -0.035 -2.393  1.054
C1 0.202 -3.038 -3.075  -0.048
O1 0.118 -1.985 -2.143  -0.205
C2 -0.516 -2.372 -0.988  -0.177
C3 0.196 -3.034 0.009  -0.100
C4 1.697 -3.023 -0.075  -0.078
C5 2.298 -1.971 0.828  -0.108
C6 2.862 -2.398 2.013  -0.008
C7 3.549 -1.558 2.879  -0.201
C8 3.626 -0.223 2.482  -0.028
C9 3.072 0.257 1.312  -0.125
C10 3.263 1.718 0.968  -0.059
C11 2.019 2.515 1.264  -0.114
C12 1.641 2.840 2.559  0.002
C13 0.461 3.528 2.828  -0.177
C14 -0.411 3.745 1.774  0.024
C15 -0.071 3.421 0.470  -0.120
C16 -1.081 3.531 -0.634  -0.075
C17 -2.044 2.370 -0.511  -0.127
C18 -3.235 2.556 0.150  -0.019
C19 -4.199 1.555 0.277  -0.209
C20 -3.914 0.357 -0.372  -0.020
C21 -2.734 0.132 -1.051  -0.118
C22 -2.546 -1.176 -1.786  -0.071
C23 -1.884 -2.150 -0.859  -0.100
C24 -2.568 -2.807 0.154  0.019
C25 -1.910 -3.637 1.052  -0.188
C26 -0.516 -3.655 1.023  0.020
C27 -2.647 -4.606 1.965  -0.556
C28 -2.245 -6.025 1.527  -0.051
C29 -2.263 -4.402 3.433  -0.055
C30 -4.170 -4.490 1.856  -0.067
C31 -1.682 1.105 -1.085  -0.321
O2 -0.556 0.917 -1.637  -0.097
C32 -5.487 1.828 1.045  -0.556
C33 -5.149 2.272 2.477  -0.051
C34 -6.272 2.954 0.353  -0.058
C35 -6.385 0.589 1.129  -0.071
C36 1.195 2.904 0.209  -0.184
O3 1.651 2.814 -1.090  -0.146
C37 2.165 4.035 -1.555  -0.069
C38 0.160 4.003 4.242  -0.552
C39 0.006 2.788 5.163  -0.046
C40 -1.131 4.823 4.330  -0.070
C41 1.308 4.899 4.732  -0.054
C42 2.362 -0.602 0.405  -0.262
O4 1.860 -0.183 -0.693  -0.113
C43 4.240 -2.039 4.148  -0.558
C44 3.651 -1.327 5.376  -0.056
C45 4.087 -3.549 4.368  -0.075
C46 5.742 -1.724 4.060  -0.056
H1 0.769 -3.891 -2.678  0.107
H2 0.711 -2.629 -3.948  0.093
H3 -0.801 -3.392 -3.361  0.086
H4 1.999 -2.783 -1.097  0.078
H5 2.102 -4.005 0.192  0.122
H6 2.779 -3.452 2.232  0.097
H7 4.163 0.478 3.112  0.105
H8 3.481 1.788 -0.101  0.124
H9 4.104 2.115 1.548  0.119
H10 2.304 2.561 3.367  0.114
H11 -1.383 4.182 1.936  0.102
H12 -0.576 3.462 -1.597  0.105
H13 -1.634 4.474 -0.562  0.120
H14 -3.429 3.539 0.569  0.103
H15 -4.641 -0.446 -0.370  0.098
H16 -1.888 -0.986 -2.638  0.089
H17 -3.511 -1.557 -2.139  0.122
H18 -3.637 -2.674 0.197  0.105
H19 0.031 -4.213 1.769  0.113
H20 -1.185 -6.199 1.697  0.077
H21 -2.439 -6.150 0.463  0.090
H22 -2.813 -6.774 2.079  0.075
H23 -1.185 -4.383 3.562  0.072
H24 -2.669 -5.213 4.037  0.078
H25 -2.675 -3.464 3.801  0.065
H26 -4.500 -4.694 0.840  0.083
H27 -4.508 -3.499 2.152  0.078
H28 -4.638 -5.218 2.521  0.078
H29 -4.462 3.114 2.462  0.067
H30 -4.670 1.460 3.018  0.063
H31 -6.048 2.570 3.019  0.075
H32 -5.718 3.888 0.398  0.071
H33 -7.241 3.107 0.834  0.071
H34 -6.438 2.711 -0.694  0.085
H35 -5.850 -0.233 1.602  0.076
H36 -6.704 0.278 0.137  0.079
H37 -7.276 0.804 1.721  0.075
H38 3.078 4.320 -1.006  0.098
H39 1.437 4.856 -1.468  0.094
H40 2.409 3.884 -2.605  0.080
H41 -0.796 2.157 4.789  0.076
H42 -0.230 3.108 6.179  0.079
H43 0.918 2.198 5.183  0.075
H44 -1.990 4.223 4.045  0.075
H45 -1.082 5.699 3.688  0.084
H46 -1.279 5.161 5.356  0.076
H47 2.239 4.345 4.803  0.072
H48 1.077 5.310 5.717  0.074
H49 1.458 5.726 4.039  0.087
H50 2.602 -1.592 5.497  0.069
H51 3.722 -0.247 5.267  0.072
H52 4.185 -1.619 6.282  0.074
H53 3.036 -3.826 4.442  0.078
H54 4.579 -3.843 5.298  0.075
H55 4.544 -4.104 3.550  0.083
H56 5.913 -0.652 4.015  0.072
H57 6.165 -2.168 3.163  0.089
H58 6.272 -2.119 4.929  0.072
Cl1 8.247 0.035 -4.015  0.573
C47 6.581 -0.311 -3.635  -0.720
C48 6.270 -1.574 -3.156  -0.192
C49 4.937 -1.850 -2.900  -0.586
Cl2 4.526 -3.455 -2.379  0.667
C50 3.883 -0.923 -3.052  -0.392
O5 2.676 -1.277 -2.888  -0.147
C51 4.282 0.410 -3.463  -0.172
C52 3.324 1.439 -3.512  -0.263
O6 2.131 1.422 -3.091  -0.181
C53 5.630 0.666 -3.801  -0.100
H59 7.026 -2.328 -3.008  0.079
H60 3.673 2.397 -3.945  0.120
H61 5.905 1.639 -4.180  0.097
O7 0.359 -0.251 -4.067  -0.251
C54 -0.173 0.073 -5.268  -0.595
C55 -0.708 -1.175 -5.960  -0.435
C56 -0.190 -1.900 -6.994  -0.127
C57 -0.960 -3.031 -7.332  -0.198
C58 -2.076 -3.157 -6.560  -0.408
S1 -2.177 -1.902 -5.377  1.029
C59 -1.304 1.076 -5.106  -0.460
C60 -1.355 2.071 -4.183  -0.096
C61 -2.518 2.864 -4.277  -0.168
C62 -3.334 2.483 -5.296  -0.417
S2 -2.692 1.125 -6.152  0.998
C63 0.846 0.749 -6.179  -0.408
C64 0.697 1.909 -6.887  -0.124
C65 1.875 2.325 -7.538  -0.200
C66 2.917 1.479 -7.313  -0.398
S3 2.468 0.157 -6.293  1.110
H62 0.710 -1.626 -7.513  0.086
H63 -0.693 -3.720 -8.117  0.089
H64 -2.838 -3.912 -6.596  0.048
H65 -0.569 2.186 -3.455  0.107
H66 -2.746 3.676 -3.607  0.098
H67 -4.270 2.903 -5.612  0.043
H68 -0.230 2.449 -6.949  0.096
H69 1.941 3.224 -8.130  0.087
H70 3.919 1.543 -7.691  0.051
C67 -2.361 -0.482 2.965  -0.028
N1 -0.997 -0.291 3.399  -0.172
C68 -0.646 -0.852 4.674  -0.071
C69 -0.054 0.022 2.472  -0.303
O8 -0.284 0.290 1.326  0.104
H71 -3.041 -0.110 3.733  0.079
H72 -2.557 -1.540 2.776  0.068
H73 -2.508 0.065 2.031  0.084
H74 -1.258 -0.404 5.464  0.082
H75 0.402 -0.655 4.883  0.069
H76 -0.806 -1.936 4.686  0.075
H77 0.959 0.040 2.915  0.131

Atoms 1-3, force components in eV/Å:
V -0.7 -0.2 -0.4
C 0.1 -0.6 -0.8
O 0.0 0.3 0.6

ORCA calculation (ωB97M-V/def2-TZVPD) on 2 unconnected molecules or ions with the total composition CH6Si2 at a distorted geometry.

## Properties
DFT total energy	-620.525158	Ha
energy above the lowest of the compared OMol25 structures with the same formula, charge and spin	1.6286	eV
charge	0
largest force on an atom	3.2	eV/Å
lowest unoccupied orbital energy	0.308	eV
highest occupied orbital energy	-8.5942	eV

Last column: Löwdin charge in e.
Element x y z (Å)
C1 0.025 1.109 0.153  -0.566
Si1 -1.027 -0.554 0.003  0.392
Si2 1.206 -0.407 0.011  0.409
H1 0.160 1.861 -0.647  -0.008
H2 0.056 1.639 1.215  0.057
H3 -2.132 -0.379 0.967  -0.117
H4 -1.763 -1.123 -1.791  -0.022
H5 1.854 -1.069 -1.249  -0.060
H6 1.619 -1.077 1.338  -0.084

Atoms 1-3, force components in eV/Å:
C 0.7 0.6 0.7
Si -1.4 0.2 -2.8
Si 0.2 -1.6 0.9